Entry 1:
Computed, not measured: 2 unconnected molecules or ions with the total composition C9H23N3P in a non-equilibrium geometry, with ωB97M-V/def2-TZVPD.

The energy comes out at -23453.50263 eV. The charge is +1. The calculation puts the strongest force on any atom at 3.59 eV Å⁻¹.

Element x y z (Å)
C -0.699821 2.273545 1.095825
C 0.420824 1.723970 0.707020
C 1.803653 2.076753 0.952377
C -1.139563 -2.818424 1.525862
C -1.475738 -0.947520 2.992847
C 2.319955 -1.388207 0.063897
C 1.757440 -0.408371 -2.225439
C -1.756021 -0.409628 -2.141091
C -0.923902 1.910470 -2.090402
N -0.546900 -1.641405 2.100229
N 1.477412 -0.504619 -0.700000
N -0.925636 0.624446 -1.492918
P 0.017313 0.182189 -0.193160
H -1.676244 1.903980 0.987566
H -0.633185 3.213676 1.606949
H 1.969349 3.148017 0.731801
H 2.620372 1.423736 0.501238
H 2.179228 2.136733 2.000490
H -2.137962 -2.493541 1.336011
H -0.488463 -2.905586 0.644723
H -1.163805 -3.581495 2.287180
H -1.161763 0.060530 3.040390
H -2.486865 -1.010066 2.658349
H -1.304595 -1.374866 4.049651
H 3.268612 -1.016906 0.525382
H 1.820577 -1.759408 0.905175
H 2.486389 -2.365268 -0.493013
H 2.498133 0.360403 -2.323745
H 1.892678 -1.332048 -2.748915
H 0.799944 -0.083175 -2.478551
H -1.543836 -1.338747 -1.526814
H -2.821009 -0.249763 -1.951694
H -1.563657 -0.405442 -3.213117
H -0.900225 1.788875 -3.160801
H -1.816071 2.494440 -1.876024
H -0.166619 2.712721 -2.097278

Cartesian forces, eV/Å:
0.5 2.0 1.1
-0.7 -2.8 -0.9
3.3 1.1 0.9
1.2 2.0 -0.2
1.9 -1.5 0.9
1.0 -1.8 -0.3
-0.7 0.2 2.9
0.1 -0.4 1.8
-0.8 2.3 -1.8
-0.1 1.1 1.0
0.0 0.0 -2.0
1.1 -0.7 1.5
1.0 -0.3 0.2
-1.0 -0.7 -0.5
-0.1 0.5 0.4
0.0 -0.5 -0.7
-1.4 1.0 0.0
-1.0 -0.6 -0.1
-1.1 -0.6 -0.9
-0.7 -1.4 0.0
0.3 -0.8 -0.1
0.2 1.2 0.2
-0.9 -0.2 0.1
-0.6 0.4 -1.4
-0.5 0.3 -1.1
-1.2 -0.2 1.5
0.3 1.4 0.2
0.5 0.1 -0.5
0.7 -0.7 0.2
-1.0 1.0 -1.6
-0.1 0.5 -1.5
0.0 0.4 -0.2
0.1 -0.6 0.1
-0.5 -0.5 -0.8
-0.4 -0.2 0.1
0.8 -1.1 1.5

***

Entry 2:
Computed, not measured: 7 unconnected molecules or ions with the total composition C42H105N7O14 in a non-equilibrium geometry, with ωB97M-V/def2-TZVPD.

The energy comes out at -84340.35818 eV. The SMILES is COCCNCCOC.COCCNCCOC.COCCNCCOC.COCCNCCOC.COCCNCCOC.COCCNCCOC.COCCNCCOC. The calculation puts the strongest force on any atom at 3.04 eV Å⁻¹.

Element x y z (Å)
C 14.003461 -8.022160 -8.241098
O 13.619252 -6.714927 -7.900589
C 13.557959 -6.486930 -6.517055
C 12.167494 -6.494368 -5.878318
N 11.366714 -7.700352 -6.132027
C 11.478741 -8.728553 -5.078651
C 10.852203 -9.997742 -5.593187
O 11.370147 -10.308230 -6.832598
C 10.457968 -10.751447 -7.789301
H 13.382089 -8.803579 -7.778170
H 15.052872 -8.224504 -7.992543
H 13.866745 -8.187602 -9.311871
H 14.004598 -5.504296 -6.282676
H 14.292123 -7.124106 -5.987402
H 11.670944 -5.590236 -6.270556
H 12.305391 -6.228195 -4.824610
H 11.599302 -8.069978 -7.045420
H 10.821932 -8.365527 -4.277537
H 12.511513 -8.865997 -4.718492
H 9.775260 -9.775268 -5.661421
H 10.897953 -10.839831 -4.895662
H 10.965008 -10.561945 -8.744356
H 9.538245 -10.162213 -7.784335
H 10.283033 -11.830043 -7.820880
C 1.957381 1.828389 -3.812918
O 2.732786 1.282124 -4.862764
C 4.121158 1.445413 -4.718225
C 4.901253 0.128789 -4.585340
N 6.063532 -0.006519 -5.437105
C 7.178465 0.844274 -5.107716
C 8.397961 0.255191 -5.702293
O 8.668021 -1.039167 -5.275539
C 8.870030 -1.896922 -6.377458
H 0.906485 1.640562 -3.982243
H 2.118213 2.926825 -3.806675
H 2.316096 1.534162 -2.821681
H 4.426090 2.113587 -3.903074
H 4.448405 1.955080 -5.640812
H 4.259793 -0.743357 -4.698037
H 5.290696 0.115818 -3.544082
H 6.382051 -0.962705 -5.447651
H 7.241461 0.857864 -3.998164
H 6.988464 1.885582 -5.366504
H 9.276428 0.887182 -5.479717
H 8.394836 0.404095 -6.790688
H 7.907023 -2.140734 -6.838750
H 9.445324 -2.773711 -6.097516
H 9.439242 -1.392497 -7.171685
C 6.910864 -9.073306 -4.530561
O 5.716442 -9.710571 -4.766394
C 4.986968 -9.063736 -5.747076
C 3.797861 -9.881728 -6.159692
N 4.072024 -11.246365 -6.583700
C 4.879382 -11.371017 -7.779599
C 5.878812 -12.521774 -7.708911
O 6.998323 -12.279122 -6.863189
C 7.872949 -13.315579 -7.095430
H 6.803638 -8.081332 -4.074685
H 7.499735 -8.978882 -5.460331
H 7.573901 -9.709418 -3.941423
H 5.549987 -8.870031 -6.681226
H 4.633121 -8.072101 -5.418074
H 3.258572 -9.254173 -6.866211
H 3.223749 -10.100189 -5.250022
H 4.408403 -11.754989 -5.780875
H 5.535256 -10.497126 -7.950777
H 4.264060 -11.457684 -8.665960
H 6.215571 -12.714689 -8.741254
H 5.349966 -13.429134 -7.364427
H 7.371201 -14.280012 -6.973938
H 8.765184 -13.259076 -6.475980
H 8.278636 -13.332149 -8.119046
C 4.169541 -6.445838 -8.465622
O 3.150014 -7.316043 -8.989972
C 3.244739 -7.349715 -10.395114
C 1.933179 -7.718110 -11.071503
N 1.377501 -9.048103 -11.078867
C 1.095941 -9.655449 -9.801857
C 0.406927 -10.990894 -10.051475
O 1.283984 -11.886680 -10.683818
C 0.943088 -13.223370 -10.418469
H 4.221252 -6.455998 -7.381124
H 3.822692 -5.423460 -8.739984
H 5.174052 -6.493484 -8.903441
H 4.051321 -8.065597 -10.599116
H 3.513022 -6.341582 -10.730282
H 2.024233 -7.341213 -12.088019
H 1.163693 -7.167776 -10.517045
H 1.921031 -9.636070 -11.698538
H 0.433681 -9.008254 -9.230113
H 2.024919 -9.875105 -9.265617
H -0.450891 -10.813744 -10.708687
H 0.123702 -11.363613 -9.060763
H 1.381557 -13.571118 -9.476303
H 1.433738 -13.819790 -11.196045
H -0.125832 -13.440598 -10.456060
C 4.740972 -2.349190 3.461559
O 5.665275 -1.439297 2.902349
C 6.672879 -1.086851 3.806801
C 7.666093 -2.247159 4.076339
N 8.933570 -2.173111 3.281691
C 8.718503 -2.305215 1.837445
C 8.245851 -3.657936 1.293090
O 8.302741 -3.533255 -0.120278
C 8.719316 -4.747990 -0.786452
H 4.951082 -3.347795 3.080092
H 3.731010 -2.084332 3.119181
H 4.638794 -2.244224 4.543684
H 6.262277 -0.767948 4.777644
H 7.201988 -0.236834 3.374161
H 7.180554 -3.175810 3.748899
H 7.893832 -2.381839 5.135763
H 9.314105 -1.235349 3.391344
H 9.686877 -2.068197 1.374172
H 8.089506 -1.518584 1.380005
H 7.181155 -3.705692 1.578918
H 8.821524 -4.495291 1.688323
H 7.915161 -5.491133 -0.651363
H 9.610011 -5.136846 -0.288280
H 8.810829 -4.514075 -1.839528
C 6.514708 -5.122101 -3.499370
O 5.576911 -5.054145 -4.504974
C 6.043261 -4.437166 -5.650830
C 7.354704 -4.993008 -6.177846
N 7.124060 -6.287573 -6.802230
C 8.374902 -6.977269 -7.188990
C 9.032198 -6.314763 -8.417040
O 9.835863 -5.237004 -8.052948
C 10.553013 -4.692943 -9.139173
H 6.094145 -5.509124 -2.568826
H 6.936169 -4.143364 -3.216547
H 7.385636 -5.772654 -3.678722
H 6.257505 -3.362663 -5.511279
H 5.325614 -4.486924 -6.467016
H 8.097771 -4.907567 -5.375606
H 7.596695 -4.389264 -7.050838
H 6.762533 -6.962248 -6.125529
H 8.166128 -7.997898 -7.516309
H 9.128218 -6.913890 -6.392823
H 8.168833 -6.012951 -9.043189
H 9.587587 -7.054287 -9.015409
H 11.316739 -5.402296 -9.478069
H 10.979680 -3.744729 -8.821161
H 9.887172 -4.462366 -9.985634
C 7.782755 1.623736 -0.540074
O 7.087301 2.810856 -0.209373
C 6.270338 2.718895 0.910823
C 4.995827 1.894441 0.832965
N 5.315728 0.478387 0.625037
C 4.408659 -0.264324 -0.282442
C 4.807475 -1.721155 -0.343820
O 4.122893 -2.282386 -1.461020
C 3.784213 -3.650885 -1.281903
H 7.103559 0.860631 -0.940540
H 8.257065 1.224837 0.367370
H 8.505977 1.786807 -1.337894
H 6.022660 3.748922 1.166762
H 6.864449 2.230070 1.704482
H 4.323112 2.235393 0.041866
H 4.529723 1.945203 1.824051
H 5.265000 -0.021681 1.515725
H 4.511685 0.161713 -1.284494
H 3.345317 -0.179718 0.009315
H 4.475707 -2.227267 0.575077
H 5.883435 -1.902609 -0.451807
H 3.462420 -4.079380 -2.224598
H 2.985392 -3.605540 -0.528010
H 4.620346 -4.254406 -0.904859

Cartesian forces, eV/Å:
-0.1 -0.9 -0.2
-0.5 0.1 -0.2
1.2 0.4 1.4
0.1 0.5 -0.9
0.4 0.4 0.8
-0.1 0.8 -0.4
-1.3 0.2 0.9
0.7 -0.4 -0.4
0.6 0.1 -1.5
0.1 0.2 0.3
-0.1 0.1 0.0
0.1 0.4 0.0
-0.3 0.1 -0.5
-0.5 -0.5 -0.2
-0.3 -0.5 -0.2
-0.1 -0.6 0.1
0.0 -0.1 0.2
0.5 -0.2 0.3
-0.2 0.0 0.0
0.0 -0.1 -0.3
0.4 0.0 0.1
-0.2 0.1 0.0
-0.2 -0.2 0.2
-0.3 0.0 0.6
1.1 1.4 0.0
-0.6 -0.5 0.5
0.8 0.3 -1.2
0.6 -0.1 1.3
-0.8 0.3 -1.3
-1.1 -0.4 1.7
1.8 2.3 -0.7
0.0 -0.7 -0.2
0.1 0.2 -0.7
-0.1 -0.3 0.0
-0.3 -0.2 -0.1
-0.3 -0.6 0.0
-0.5 0.0 0.1
0.1 -0.2 0.1
-0.2 0.2 -0.2
-0.4 -0.3 0.0
-0.1 -0.1 0.2
0.5 0.1 0.0
0.2 0.0 -0.5
-0.2 0.0 0.5
-0.6 -0.8 -0.1
0.1 -0.3 0.1
-0.3 -0.2 0.3
0.1 0.0 0.2
1.7 0.0 -0.3
-0.3 -0.6 0.2
-0.5 0.7 -1.2
-0.3 -0.8 1.5
-0.2 0.5 -0.8
1.6 0.1 0.7
-1.1 -0.1 -0.5
-0.9 0.7 -0.4
1.2 -1.1 -0.4
-0.1 0.0 0.1
-0.3 0.3 -0.1
-0.4 0.0 0.5
0.5 -0.1 0.4
0.1 -0.1 0.2
-0.4 -0.4 -0.3
-0.5 0.8 -0.2
0.4 -0.1 -0.2
-0.3 0.1 0.1
-0.3 -0.3 -0.2
0.1 0.0 0.2
0.2 0.1 0.0
0.1 -0.2 0.3
-0.3 0.1 0.5
-0.3 0.2 -0.2
-1.1 1.5 -0.7
0.7 0.1 1.0
0.3 -0.6 0.3
-0.7 0.5 0.9
0.6 0.2 -1.0
0.5 -0.9 -0.8
0.0 0.9 0.6
0.0 0.0 0.0
0.9 -0.7 -0.6
-0.1 -0.6 0.0
0.3 -0.2 0.3
-0.2 -0.8 0.1
0.1 0.1 -0.6
0.1 -0.1 -0.3
-0.3 0.0 -0.2
0.1 0.7 -0.3
-0.1 -0.4 0.3
0.1 0.1 0.2
-0.1 0.2 0.5
-0.3 -0.1 0.3
-0.3 -0.2 -0.1
-0.3 0.2 0.2
-0.2 0.0 0.0
-0.1 0.2 0.1
-1.1 0.3 -0.6
-0.4 0.2 0.2
0.9 -0.3 0.8
0.4 -0.1 -1.2
-1.1 0.0 0.3
1.0 0.6 -0.8
-0.8 1.4 0.2
0.6 -0.8 -0.4
-1.3 0.6 1.3
0.0 -0.3 0.6
0.2 0.0 -0.3
0.6 -0.4 0.1
-0.2 0.1 -0.2
0.0 0.0 -0.1
0.0 0.1 0.3
0.1 0.3 -0.1
0.1 -0.2 0.3
0.0 -0.4 0.1
-0.4 -0.3 0.4
0.2 -0.7 0.0
0.0 -0.1 0.0
0.2 0.0 -0.2
0.3 0.0 -0.5
0.4 0.0 0.0
1.2 0.1 1.7
-1.0 -0.7 0.1
1.2 1.1 -1.3
-1.0 0.0 -1.0
0.7 -1.8 0.7
0.8 1.4 -0.8
-1.2 -0.7 -0.1
0.1 0.5 0.2
-0.4 0.0 -0.3
-0.5 0.0 -0.3
-0.2 0.1 -0.3
-0.2 0.0 -0.4
-0.3 0.0 0.5
-0.4 -0.3 0.3
0.4 -0.3 -0.5
0.5 0.5 0.4
-0.5 0.6 0.1
-0.2 -0.1 0.5
-0.1 -0.6 0.0
0.4 0.3 -0.1
0.2 0.0 0.2
0.1 0.2 0.0
0.3 -0.1 0.1
0.0 -0.1 0.1
-0.5 -0.6 -0.2
0.2 0.1 -1.2
0.1 -0.3 0.7
0.2 -0.8 -0.1
-0.7 -1.1 -0.1
0.7 0.9 0.3
-0.6 -0.5 -0.2
0.4 -0.2 -0.4
0.0 0.8 0.7
0.1 0.1 0.3
0.1 -0.1 -0.2
0.2 0.6 0.3
0.0 0.0 0.3
-0.1 0.4 0.2
0.0 0.1 0.1
-0.4 0.7 -0.2
0.3 0.3 -0.3
-0.1 0.0 0.0
0.2 -0.1 -0.1
0.1 0.0 0.0
0.0 0.3 0.1
-0.2 0.2 -0.1
-0.1 -0.8 -0.2
0.0 0.1 0.0

***

Entry 3:
Computed, not measured: C3H7OPS in the gas phase in a non-equilibrium geometry, with ωB97M-V/def2-TZVPD.

The energy comes out at -25394.19612 eV. The SMILES is CPOC(C)=S. The calculation puts the strongest force on any atom at 5.92 eV Å⁻¹.

Element x y z (Å)
C -2.087964 0.286824 0.892783
P -1.437701 -1.305447 0.311702
O 0.190393 -0.765583 0.123044
C 1.068170 -0.311460 -0.759603
C 2.347845 0.121004 -0.098396
S 0.838967 0.071603 -2.369007
H -3.090997 0.243492 1.299448
H -2.305010 1.134141 0.181231
H -1.383254 0.886048 1.578062
H -1.820396 -1.195069 -1.227663
H 2.135223 0.151294 0.861896
H 2.509168 1.225899 -0.411775
H 3.035556 -0.542747 -0.381722

Cartesian forces, eV/Å:
0.1 3.4 -0.1
0.6 0.7 -3.0
0.0 -0.6 0.5
-0.9 1.6 -1.7
-2.7 4.0 -3.4
-0.4 -1.0 1.2
0.0 -0.7 0.8
0.7 -1.2 -0.3
-1.0 -1.6 -0.4
0.4 -0.1 2.3
-0.3 -0.2 4.9
0.3 -2.1 0.2
3.3 -2.1 -0.9